ORCA calculation (wB97M-V/def2-TZVPD) on an isolated molecule of C4H7IN2OS at a distorted geometry.

Structure (XYZ):
```
16
Properties=species:S:1:pos:R:3:forces:R:3:lowdin_charge:R:1
C 1.0976 -0.0297 0.2086 -0.7 -1.2 0.4 -0.949
C -0.3640 -0.3547 0.1378 -1.0 0.4 -0.9 -0.470
C -0.8028 -1.7479 -0.3621 0.6 3.3 -1.0 -0.031
C -1.3850 0.7422 -0.1904 0.1 1.2 -0.2 -0.040
N 1.6735 1.0624 -0.3453 0.3 2.6 0.3 -0.309
N 0.2814 -0.0705 1.4270 1.4 -1.1 0.4 0.078
O 2.4123 3.3484 -0.6929 -0.8 -0.4 1.5 -0.504
S 1.7229 2.4784 0.2772 1.0 -0.6 -2.4 0.963
I 2.5724 -1.6456 -0.0322 -0.5 0.3 0.1 0.838
H -0.1068 -2.1637 -1.0263 1.0 -0.3 -1.2 0.021
H -1.7482 -1.7123 -0.8288 -1.1 0.0 -0.3 0.075
H -0.7788 -2.3388 0.4349 -0.4 -2.9 3.4 0.033
H -1.2022 1.7990 0.0289 1.2 -0.2 0.5 0.063
H -2.3578 0.7025 0.2644 -0.4 -1.2 0.8 0.079
H -1.6526 0.8468 -1.2142 0.2 -0.6 -1.3 0.070
H 0.6383 -0.9167 1.9134 -0.9 0.6 -0.1 0.082
```
Positions in Å, forces in eV/Å.

Results
**ΔE to the lowest compared entry with this formula, charge and spin**: 0.940 eV
**Molecular weight**: 258.08 g mol⁻¹
**Frontier orbital gap**: 0.310 Eh
**E**: -1037.14419 Eh
**HOMO energy**: -9.570 eV